Entry 1:
DFT (ωB97M-V/def2-TZVPD) results for a 2-piece molecular cluster, C10H16O overall in a non-equilibrium geometry.

XYZ file:
```
27
Properties=species:S:1:pos:R:3:forces:R:3:lowdin_charge:R:1
C 2.343 -0.131 -0.988 -0.18 0.08 0.91 -0.328
C 0.902 1.387 0.261 -1.45 -1.06 1.05 -0.034
H 2.101 1.895 -1.471 -0.07 0.29 0.41 0.113
C -0.456 0.422 2.272 -1.11 -1.30 -0.51 -0.237
H -0.537 -0.589 2.689 0.55 0.12 0.32 0.100
C -2.197 -0.240 -2.314 -0.40 -0.79 -0.83 -0.163
H 0.640 -1.777 1.373 0.01 -0.01 0.08 0.109
C 0.978 -0.931 0.786 0.11 -0.90 -0.17 -0.058
C 1.860 -1.200 -0.260 0.26 0.54 0.06 -0.011
H -3.025 -1.973 -1.502 0.36 -0.57 0.14 0.059
C -2.020 -1.710 -1.861 -1.44 0.75 0.91 -0.157
O 3.381 -0.342 -1.859 -0.67 0.13 -0.10 0.048
H -1.718 -2.454 -2.591 0.10 0.28 -0.28 0.059
H -1.489 0.456 1.874 0.22 0.79 0.07 0.117
H 2.249 -2.177 -0.508 -0.15 -0.18 0.26 0.118
H -3.220 0.006 -2.624 -0.01 -0.49 -0.02 0.055
C 1.810 1.142 -0.738 0.51 0.28 -1.29 -0.030
H 0.710 1.348 3.896 0.25 -0.04 -0.43 0.076
H -0.986 1.409 4.108 -0.26 0.36 -0.29 0.072
H 0.299 2.275 0.424 0.75 0.56 -0.44 0.114
C 0.483 0.324 1.092 0.86 -0.07 -0.13 -0.242
C -0.218 1.472 3.335 0.05 0.02 -0.27 -0.096
H -1.357 -1.733 -0.999 0.20 -0.23 -0.08 0.040
H -0.214 2.422 2.793 -0.04 0.26 0.70 0.069
H -1.615 -0.115 -3.229 0.44 0.86 0.50 0.059
H -2.051 0.431 -1.470 0.79 0.21 -0.30 0.053
H 3.346 0.382 -2.489 0.34 0.11 -0.26 0.096
```
Positions in Å, forces in eV/Å.

Results
HOMO-LUMO gap ... 9.306 eV
ΔE to the lowest compared entry with this formula, charge and spin ... 32.64 kcal/mol
Structure (SMILES) ... CCc1ccc(O)cc1.CC
Highest occupied orbital energy ... -8.462 eV
Calculated total energy ... -12676.30931 eV

***

Entry 2:
DFT (ωB97M-V/def2-TZVPD) results for BrH16O8 as an isolated structure in a non-equilibrium geometry.

XYZ file:
```
25
Properties=species:S:1:pos:R:3:forces:R:3:lowdin_charge:R:1
O 0.800 -1.301 2.422 0.02 -0.15 2.22 -0.138
H 2.281 -1.843 -0.187 0.23 0.01 -0.19 0.041
O -1.855 -2.184 -0.490 -1.02 -0.92 -0.15 -0.108
H 1.253 2.215 1.052 0.06 0.47 0.01 -0.056
H 1.752 -1.224 2.480 0.15 -0.11 -0.05 0.027
H -3.462 1.258 -0.306 -0.17 -0.10 0.06 0.040
H -1.967 1.110 -0.496 0.10 -0.16 0.38 -0.102
O 0.148 2.393 2.173 -1.48 1.38 1.16 -0.091
O 1.449 -2.178 0.147 1.31 -1.77 -0.60 -0.119
H -1.299 -1.422 -0.327 -0.13 -0.06 0.05 -0.155
H -0.004 1.500 1.862 -0.43 -0.57 0.19 -0.084
Br -0.179 0.123 0.201 -1.34 1.05 2.42 0.905
O 2.055 1.706 0.937 2.58 -0.20 -0.60 -0.154
O 0.266 -0.990 -2.665 1.29 -2.86 -0.81 -0.104
H 0.825 -1.469 -0.009 0.03 -0.22 -0.48 -0.172
H -0.090 -0.572 -1.881 0.29 -1.35 -0.99 -0.099
H 0.584 -0.962 1.554 0.12 -0.28 0.65 -0.187
H 0.629 2.283 2.993 0.22 -0.05 0.14 0.061
O -0.485 0.976 -2.297 -1.22 3.63 -2.30 -0.170
H -0.414 0.601 -1.419 -0.32 1.58 -0.64 -0.250
H -1.240 -2.905 -0.626 0.19 -0.15 -0.11 0.027
H -1.295 1.484 -2.276 -0.27 0.35 -0.01 0.027
O -2.723 1.611 -0.801 -0.79 0.63 -0.25 -0.085
H 1.788 0.953 0.409 0.33 0.19 -0.14 -0.082
H 1.183 -1.163 -2.449 0.24 -0.33 0.01 0.026
```
Positions in Å, forces in eV/Å.

Results
Charge ... -1
HOMO-LUMO gap ... 9.481 eV
ΔE to the lowest compared entry with this formula, charge and spin ... 116.50 kcal/mol
Highest occupied orbital energy ... -6.185 eV
Calculated total energy ... -86681.58940 eV